[1]
Molecular formula: C13H42N6O13
Method: DFT, ωB97M-V with the def2-TZVPD basis set

Cartesian coordinates (Å):
H -14.2481 -2.6713 6.8320
H -20.7656 -4.3600 14.5734
O -14.9159 -6.4816 17.1350
C -20.8820 -4.3772 12.3368
H -19.1471 -3.9897 16.1318
C -20.1778 -2.6362 16.9967
H -17.1210 -4.2368 14.6310
O -14.1433 -4.7786 14.0342
H -15.1504 -7.4124 17.1385
C -13.5360 -6.3094 16.8809
H -12.4260 0.9668 13.8502
C -13.0500 -1.0477 14.6375
H -14.2495 -2.6610 10.5927
O -18.8678 -4.1950 13.7385
H -13.0921 -6.6842 17.8031
C -15.3160 -4.4943 13.8693
N -17.2992 -2.5140 20.0190
N -19.4008 -8.0410 11.5172
C -15.0790 -2.3004 8.5800
H -11.1327 -1.1758 12.5951
H -16.8872 -3.9803 12.9247
C -18.3661 -7.3073 11.8161
H -15.8668 -4.3361 15.8607
H -14.4972 -1.3938 8.7467
O -19.9976 -1.9300 19.4210
H -20.1167 -4.3577 11.5609
H -13.9589 -0.6381 15.0782
O -14.3381 -3.1193 7.6763
H -12.1434 -8.7344 15.4891
H -18.5383 -7.8139 13.7543
H -15.9742 -2.5884 10.6135
H -18.9589 -3.2395 13.7517
H -17.3766 -6.6073 13.3026
N -16.7961 -4.0013 18.5200
H -21.3530 -5.9948 11.3608
H -17.4500 -3.5210 17.9184
H -13.2163 -5.2674 16.8702
H -13.2231 -1.9994 14.1352
H -21.3546 -3.4058 12.4817
H -20.8300 -0.8896 17.8079
H -20.1442 -5.7499 13.8800
H -13.3044 -0.0059 12.7139
H -19.5859 -8.0924 10.5256
C -20.0090 -1.5805 17.9991
H -16.0725 -4.6339 18.2095
N -16.1500 -4.3347 14.8912
H -16.0752 -2.0687 8.2032
H -14.9035 -4.5830 9.0594
C -15.1308 -2.9014 9.9980
H -20.6370 -2.2495 16.0869
C -13.0431 -7.0444 15.5972
H -20.3138 -1.1981 19.9557
H -20.9684 -3.2936 17.3586
H -19.7558 -8.8129 12.0633
H -18.1992 -2.4735 19.5624
C -12.5568 -0.0589 13.5053
H -13.7052 -6.8162 14.7620
H -19.0968 -0.9868 18.0578
H -17.0424 -1.9526 20.8183
O -19.0084 -3.2330 16.7060
H -12.0542 -6.6506 15.3621
O -15.4672 -3.8088 20.3775
O -12.9723 -8.4315 15.8668
O -21.8084 -5.2882 11.8244
N -15.8841 -4.0562 12.8348
N -18.0752 -7.2838 13.0300
O -15.2886 -4.2747 9.8829
O -11.3270 -0.3262 12.9977
H -15.5738 -4.0156 11.8745
H -11.2333 -0.9827 15.4829
C -20.2076 -4.6779 13.6928
C -16.4610 -3.4416 19.7020
O -17.6562 -6.8069 10.9890
O -12.1431 -0.9867 15.7893

Atomic forces in eV per Å
H -0.114 0.071 0.099
H -0.301 0.700 -0.202
O -0.910 0.983 -0.467
C 1.089 0.360 0.066
H 0.068 -0.169 -0.338
C -1.888 0.226 0.351
H -0.006 0.170 0.954
O 1.615 -0.614 -0.451
H 0.314 -0.080 -0.035
C 0.638 -1.039 -0.037
H -0.410 -0.023 0.540
C 1.247 2.433 -0.055
H 0.465 0.112 -0.201
O -0.348 -0.642 -0.027
H 0.937 -0.447 -0.271
C 3.066 0.174 4.020
N -1.439 2.937 1.900
N -4.320 -2.333 -2.330
C 0.521 1.250 0.927
H -0.795 -0.241 0.124
H 0.038 0.308 -0.592
C 1.148 -0.460 -3.204
H 0.042 -0.396 -0.444
H -0.313 0.558 -0.399
O -0.870 -1.569 -0.233
H 0.527 0.827 0.418
H -0.271 -0.327 -0.420
O -0.164 -0.512 0.510
H -0.161 -0.248 0.064
H -0.020 0.395 -0.200
H -0.200 0.738 -0.489
H 0.118 1.342 0.079
H 0.058 -0.288 0.217
N 0.857 -1.100 -0.273
H 0.193 0.005 0.189
H 0.212 -0.382 -0.348
H -0.830 0.216 -0.397
H 0.232 -0.530 0.675
H -0.148 0.060 -0.575
H -0.200 0.225 0.219
H 0.106 -0.235 -0.463
H -0.403 -0.234 -0.100
H 0.090 -0.242 0.173
C 0.042 2.645 1.833
H -0.420 -0.185 -0.547
N -1.890 -0.620 2.638
H -0.024 -0.125 -0.050
H 0.191 -0.025 -0.056
C -0.045 -0.359 -0.951
H 0.013 0.737 -0.294
C -0.291 1.198 1.304
H -0.093 0.158 -0.264
H 0.004 -0.532 0.387
H 0.172 0.405 0.104
H -0.071 0.449 0.559
C -2.042 -0.165 1.242
H -0.003 -0.032 0.144
H 0.237 -0.039 -1.811
H -0.582 -0.109 -0.128
O 2.441 -1.445 -0.045
H 0.099 0.079 -0.097
O -1.253 0.723 -0.789
O 0.192 -0.651 -0.093
O -1.410 -0.717 0.501
N -3.274 1.643 -6.504
N 2.005 0.689 7.637
O -0.261 -1.330 0.302
O 3.060 -0.297 -0.675
H 0.502 -0.944 0.597
H 0.079 -0.100 -0.281
C -0.054 -1.651 -0.082
C 3.087 -2.647 -0.100
O 0.869 1.870 -2.423
O -0.749 -0.604 -1.031

Output
**Total charge**: -1
**⟨S²⟩**: 0.75
**2S+1**: 2

[2]
Molecular formula: C13H46N14O13
Method: DFT, ωB97M-V with the def2-TZVPD basis set

Cartesian coordinates (Å):
H 3.4482 1.6884 -3.1133
H -2.4547 0.5606 0.7995
H -2.4286 -3.6978 0.7794
C -2.9937 -1.2117 0.1289
H -2.9908 1.9935 -0.7050
H -3.3654 1.6437 4.3128
H 3.2991 -4.6454 -1.1125
H -0.8163 -3.1616 3.7414
H 0.3961 -0.2802 4.6002
O -2.4957 0.0542 -0.0397
H 3.6065 -3.6336 0.1199
H 1.4824 1.3639 1.1660
H -1.2073 -0.1592 -1.8902
H 1.7113 3.5795 -0.4877
O -2.1136 1.3079 2.6632
C 0.8663 3.8433 -2.2765
H 0.8761 2.6840 4.4240
H -2.0658 -4.9537 -1.1550
O 3.1589 -0.8440 -4.9391
H -1.5113 2.7281 -0.4653
C -2.8676 4.0332 0.0840
H -0.4576 -2.7466 -0.4574
C 3.1651 -2.7670 -1.5672
O 1.0226 -1.7552 4.3239
H -0.1944 4.7229 -3.8040
H -0.6936 5.1666 -2.2112
C -1.5178 -4.0652 -1.5220
N -0.1787 -3.1395 2.9701
O 0.5019 -1.0650 -0.4620
N 2.7762 -3.0695 -2.8549
O -2.8656 -3.1618 1.5306
H 2.3009 -3.9158 -3.1109
O 3.4868 -1.6372 -1.2383
N -2.5126 2.8219 -0.4118
N -4.1667 4.3584 0.2427
C 0.6410 -0.1060 -1.1874
H -1.8621 2.5214 4.3065
C 0.8205 -2.2075 3.1957
H -0.5019 -3.4636 2.0987
H -1.9163 -0.5412 4.4635
O -0.1569 0.5321 4.3706
C -1.5126 0.3996 4.7910
N 0.8590 3.7921 -0.9499
H 1.2605 -2.1122 1.1740
C 3.0016 0.2614 -4.5017
O -2.0141 4.9500 0.2785
O 1.6897 3.2470 -2.9938
H 1.8126 1.4180 -1.8087
H 0.8296 1.0016 2.7195
H -1.5755 0.4978 5.8432
H -2.6766 -1.8129 -0.7229
N 2.3136 1.2785 -5.1157
N 1.4471 1.5479 2.1671
H -4.9021 3.6888 0.2618
C 1.5216 2.9899 2.4559
N -0.1256 4.5689 -2.8215
H 3.7649 0.0811 -2.6398
H -4.0876 -1.1831 0.1975
H -0.0694 1.1514 -2.4802
C -2.2780 1.5592 4.0509
C -2.3992 -1.8707 1.3564
O 0.6702 -4.9646 -2.0135
N 1.2814 3.2892 3.7705
H -2.6484 -1.2020 2.2177
H 0.2334 4.2784 -0.2722
N -0.2876 0.2451 -2.0627
H -0.1590 -3.5326 -3.1547
H -1.1392 1.3762 2.5896
N 1.7322 -2.0174 2.1182
H 2.2797 2.1930 -4.6773
H -2.2485 -3.3940 -2.0099
H -4.2792 4.9866 1.0631
H 2.1554 1.2266 -6.1261
N 3.0562 -3.7769 -0.6859
N 1.7437 0.7054 -1.0831
H 2.6196 0.1853 -0.9940
H -1.2835 -1.6644 1.2744
H 0.5562 -4.8156 -1.0599
N 3.7017 0.8043 -3.4022
H 1.3240 4.2269 4.0556
O -0.9151 -3.6143 -0.3536
H 2.8562 -2.3917 -3.5831
O 1.8994 3.8291 1.6537
H -0.9230 -5.1991 -3.2472
C -0.5308 -4.4577 -2.6116
H 2.2203 -1.1456 2.0221

Atomic forces in eV per Å
H -0.708 2.096 0.702
H -0.149 -0.523 -0.225
H -0.845 1.142 1.689
C -0.576 -1.204 0.529
H -0.871 0.075 0.278
H 0.885 -0.551 -0.351
H -0.236 -0.777 -0.116
H -0.334 -0.309 0.043
H -0.787 0.623 -0.367
O 0.685 2.110 -0.172
H 0.424 0.389 1.130
H -0.099 -0.040 0.230
H 0.317 0.807 -0.286
H 0.725 -0.509 0.309
O 0.610 0.524 -0.132
C -0.003 0.324 -1.237
H -0.473 -1.399 0.553
H 0.051 0.196 -0.566
O -0.364 -1.508 -0.092
H 0.113 -0.032 -0.153
C 2.002 1.638 -0.653
H -0.123 -0.100 -0.260
C -1.186 0.884 -2.320
O -0.242 -0.016 -0.328
H 0.221 -0.169 -0.297
H 0.378 -0.499 -0.476
C -1.064 -1.216 -0.973
N 1.325 1.379 1.653
O -0.313 -2.295 1.268
N 0.316 -0.167 0.681
O 1.092 -1.602 -1.200
H 0.012 -0.236 0.518
O 0.573 0.762 0.211
N 1.219 0.551 0.099
N -1.317 1.169 1.858
C 1.089 0.557 0.424
H 0.433 0.375 0.165
C 1.438 -0.993 -1.271
H -0.118 -0.166 -0.998
H -0.304 -0.550 -0.102
O 0.299 -0.176 0.392
C 0.009 1.576 -1.350
N -0.539 0.237 2.249
H 0.755 -0.155 1.393
C 1.269 3.490 0.440
O -0.922 -2.183 -0.113
O 0.055 -0.213 0.472
H 0.023 -0.043 0.229
H -0.445 -0.452 0.610
H -0.227 0.068 1.225
H -0.304 0.094 -0.282
N -0.630 -0.166 -1.191
N 0.684 3.389 -0.758
H -0.121 -0.905 -0.248
C 0.338 -2.279 0.390
N -1.414 1.043 0.629
H 0.360 1.078 -1.003
H -0.013 -0.316 -0.104
H -1.117 -0.517 -0.330
C -0.572 -1.342 0.868
C 0.726 2.548 0.383
O -0.568 -0.590 0.241
N 0.227 -0.031 -1.217
H -0.235 -0.906 -0.234
H 0.274 -0.166 -1.398
N -0.296 0.958 -0.940
H -0.940 -0.897 0.139
H -0.561 -0.182 -0.478
N -2.612 -0.623 -1.156
H -0.073 -0.292 -0.174
H 0.141 0.070 0.584
H 0.209 -0.287 -1.274
H 0.018 -0.131 0.877
N -0.043 -1.218 0.159
N 0.415 0.283 -0.382
H -0.504 -0.100 0.293
H -1.016 -0.902 -0.002
H 0.404 0.013 -0.210
N 0.255 -4.731 0.271
H 0.163 1.244 -0.044
O 0.818 1.040 0.490
H 0.279 0.752 -0.240
O -0.283 -0.598 0.083
H -0.653 -0.675 -1.025
C 2.298 2.015 1.044
H 0.272 0.440 0.924

Output
**ΔE to the lowest compared entry with this formula, charge and spin**: 0.7015 eV
**SMILES string**: NC(N)=O.NC(N)=O.NC(N)=O.NC(N)=O.NC(N)=O.NC(N)=O.NC(N)=O.OCCO.OCCO.OCCO

[3]
Molecular formula: C13H46N8O10
Method: DFT, ωB97M-V with the def2-TZVPD basis set

Cartesian coordinates (Å):
C -3.9294 0.6810 -3.0046
H 4.3464 2.8897 5.4684
H 0.7919 0.3655 -4.3933
H 2.0659 -1.0302 -0.3885
H 0.1184 -4.2114 -1.6848
O -0.0511 -4.1668 4.5204
N 1.4672 1.2964 -1.3899
H -4.5575 1.5421 -3.3649
H 0.5518 -6.5578 -4.6075
C -0.9438 -1.4322 2.0612
H 1.3302 1.1577 4.7171
H 2.9040 -6.7912 -3.4049
N -0.4736 5.4617 -2.9416
C 3.8170 3.0833 4.5580
N -2.2104 5.5994 -4.5100
O -2.8315 -2.7559 4.9798
H -1.9813 -3.2459 5.0224
H -4.4648 0.4257 -0.4210
H 3.0450 0.1713 3.2460
H -2.4840 -1.2255 3.3677
C -2.9605 1.0283 -1.9031
H 4.2995 2.6471 3.6280
H 2.9797 -2.0524 0.6565
H -1.3507 3.0082 -1.0003
O -2.0626 -0.0584 -1.5918
H -0.1315 6.3602 -3.2789
H -0.2353 5.2385 -2.0020
H -4.5170 -0.1484 -2.6375
O -0.2599 -2.0066 2.9375
O -2.3087 4.2028 -2.6871
H -0.1118 -3.3607 3.8826
H 1.4793 4.3711 3.4923
H 0.3717 2.9746 3.7577
H 0.6224 2.0186 -3.6101
O 2.5982 -6.3612 -2.5748
H 3.9988 4.2454 4.5206
H 1.7178 0.9985 -0.4565
O 2.4735 1.0694 1.0146
O 0.9396 -0.8148 -2.1061
C 0.8568 -5.0258 -1.5596
H -2.9383 -0.8326 1.7841
H -3.3658 0.3216 -3.9012
C 1.4187 3.2856 3.5203
N -0.6314 -1.2662 0.7545
H -0.6808 -4.8894 4.2131
N 2.6926 -1.1300 0.4107
C 0.3545 -6.4549 -3.5621
C 2.3513 2.7825 4.6189
H 1.8901 2.1856 -1.6780
H -3.0951 1.5268 0.2156
N 0.7770 0.9768 -3.5446
N -2.1790 -0.8846 2.4402
H -1.7240 6.2519 -5.1277
H -0.6951 -6.0556 -3.3898
C -1.7231 5.0913 -3.3452
C 1.3964 -5.5999 -2.8603
H -2.4427 -1.9920 5.4714
H 0.4535 -5.7859 -0.8839
N 3.3885 -0.3870 2.4450
H 3.3780 -1.3646 2.6066
H -1.4285 -0.3234 -2.2831
H 1.6902 -4.7481 -3.4840
C 2.8171 -0.0781 1.2530
H -0.1522 2.4075 -0.4053
H -2.4002 1.9499 -2.1766
C -3.7826 1.2611 -0.6658
H 1.8823 3.1592 5.5553
O -0.6850 3.2118 -0.3973
H 0.3213 -1.5502 0.5113
H 0.3316 -7.5150 -3.1927
H -4.4508 2.0920 -0.7243
H -1.1757 -0.7033 0.1594
O 2.3180 1.3100 4.6615
H 1.6274 -4.5064 -0.9429
H 1.6781 2.6774 2.6802
H -3.1555 5.5955 -4.7286
C 1.0293 0.3899 -2.3197

Atomic forces in eV per Å
C 0.615 0.030 -1.766
H 0.185 -0.994 0.397
H -0.251 1.137 1.368
H 0.545 -0.171 -0.134
H 0.049 -0.687 -0.411
O -1.382 0.044 -1.125
N -0.525 0.316 -1.066
H 0.550 -0.801 0.704
H 0.011 0.210 -0.856
C -1.422 0.004 1.086
H 1.634 -0.430 -0.091
H -0.410 0.504 0.828
N 0.312 1.476 -1.434
C 0.811 3.231 -1.689
N 1.822 1.143 -0.765
O 1.744 0.953 0.952
H -0.473 -0.603 -0.538
H 0.723 -0.032 -0.063
H 0.425 -0.142 -0.566
H 0.315 0.104 -0.946
C 0.053 0.492 -0.236
H -0.497 0.354 1.268
H 0.068 -0.238 0.198
H -2.064 -0.071 -1.726
O -0.031 -0.034 0.131
H -0.036 -0.455 0.257
H -0.002 -0.420 0.659
H -0.514 -0.160 -0.175
O -0.029 0.915 -1.596
O 0.102 1.508 -1.263
H -0.110 -1.798 0.914
H -0.018 -0.061 -0.664
H 0.641 0.432 0.073
H 0.370 -2.064 -0.056
O -0.224 -0.122 -0.675
H -0.576 -1.912 -0.391
H 0.264 0.148 0.464
O -0.466 0.445 -0.403
O -0.315 -0.036 0.064
C 0.512 0.831 1.240
H 0.132 0.068 -0.361
H -0.419 0.209 0.515
C -0.121 -0.980 1.142
N 1.912 -1.410 1.716
H 1.331 1.645 0.262
N -0.761 0.359 -1.292
C -1.406 -0.713 0.957
C -0.675 -0.742 1.139
H -0.461 -0.822 0.090
H -0.991 -0.681 -1.020
N -0.443 0.286 -1.095
N 0.529 -0.604 0.985
H 0.229 -0.438 0.883
H 1.273 -0.311 -0.435
C -0.620 -2.351 1.572
C 0.296 0.029 0.351
H -1.121 -0.284 -0.327
H -0.144 -0.077 -0.299
N -0.082 0.490 0.742
H 0.144 -0.768 0.601
H -0.546 0.506 0.048
H -0.131 -0.083 -0.159
C 0.433 -0.397 1.321
H 0.258 0.029 0.162
H -0.246 -0.647 0.146
C 1.122 0.133 2.307
H 0.730 -0.262 -0.062
O 1.880 0.370 1.581
H -0.867 0.297 -0.123
H 0.193 0.990 0.138
H -0.277 0.845 -0.547
H -0.636 0.732 -0.996
O -2.389 0.779 0.158
H -0.021 -0.521 -0.659
H 0.236 0.508 -1.335
H -1.864 -0.667 0.139
C 1.115 1.437 -0.209

Output
**ΔE to the lowest compared entry with this formula, charge and spin**: 0.0000 eV
**SMILES string**: NC(N)=O.NC(N)=O.NC(N)=O.NC(N)=O.CC(C)O.CC(C)O.CC(C)O.O.O.O

no.,calculated total energy (a.u.)
1,-1827.06398
2,-2267.90992
3,-1713.49874